Record 1
This record from the OMol25 dataset describes an isolated ion of composition C5H10NO2 and charge -1. The level of theory is the ωB97M-V functional and the def2-TZVPD basis.

Computed properties:
Energy above the lowest of the compared OMol25 structures with the same formula, charge and spin in kJ/mol: 419.4
SMILES: CN[C@H](C=O)CC[O-]
E in eV: -10929.9177
E_HOMO in eV: -2.25
Orbital gap in eV: 6.09

Geometry as ORCA input:
```
! RIJCOSX wB97M-V def2-TZVPD def2/J DEFGRID3
* xyz -1 1
C -2.33789 -0.64786 0.40225
N -1.03269 -1.09839 -0.20164
C -0.03889 -0.00393 -0.39685
C 0.63736 -0.24934 -1.86329
O 0.49523 0.44944 -2.81489
C 0.99190 -0.02387 0.68507
C 1.68794 1.42619 0.74423
O 0.69651 2.29547 0.95645
H -2.84987 -0.19009 -0.50430
H -2.17921 -0.01167 1.20856
H -2.92061 -1.60289 0.62495
H -0.60994 -1.81776 0.38586
H -0.56461 0.94302 -0.44467
H 0.93287 -1.29715 -2.03327
H 0.72974 -0.53506 1.60309
H 1.95618 -0.68515 0.44771
H 2.38224 1.44669 1.50952
H 2.02374 1.60237 -0.30877
*
```



Record 2
This record from the OMol25 dataset describes a 2-piece molecular cluster, CH4N2O2S overall. The level of theory is the ωB97M-V functional and the def2-TZVPD basis.

Computed properties:
Energy above the lowest of the compared OMol25 structures with the same formula, charge and spin in kJ/mol: 129.9
E in eV: -19010.5779
E_HOMO in eV: -7.69
Orbital gap in eV: 5.76

Geometry as ORCA input:
```
! RIJCOSX wB97M-V def2-TZVPD def2/J DEFGRID3
* xyz 0 1
C 1.27609 -0.29239 1.14210
N -0.00053 -0.61801 1.21611
N 1.54535 0.76761 0.39680
O -1.38184 -0.83559 -2.84482
O -1.53909 0.51086 -0.80345
S -2.19797 -0.38568 -1.73961
H -0.71126 -0.11503 0.67327
H -0.29126 -1.42539 1.73547
H 0.81617 1.28137 -0.10374
H 2.48434 1.11226 0.32787
*
```



Record 3
This record from the OMol25 dataset describes a 3-piece molecular cluster, C3H11O2S overall. The level of theory is the ωB97M-V functional and the def2-TZVPD basis.

Computed properties:
Energy above the lowest of the compared OMol25 structures with the same formula, charge and spin in kJ/mol: 18.3
E in eV: -18221.1241
E_HOMO in eV: -3.05
Orbital gap in eV: 7.04

Geometry as ORCA input:
```
! RIJCOSX wB97M-V def2-TZVPD def2/J DEFGRID3
* xyz -1 1
C 0.88522 0.20957 -1.56411
C 0.40318 -1.04679 -0.88343
C 1.14000 -1.36644 0.40628
S 1.13946 -0.10874 1.70446
H 1.94560 0.13701 -1.79165
H 0.39363 0.35014 -2.53065
H 0.79535 1.10620 -0.96877
H 0.52564 -1.89145 -1.56986
H -0.67807 -1.04017 -0.72492
H 0.70216 -2.28672 0.81035
H 2.14280 -1.70684 0.11765
H -2.61079 -0.15912 0.92616
H -2.52118 1.28445 1.30482
O -3.12733 0.52231 1.37530
H -0.29495 1.22550 1.23280
H -0.02567 2.66057 1.03467
O -0.81504 2.11052 1.12089
*
```